{
  "formula": "C60H165N15O15",
  "method": "ωB97M-V/def2-TZVPD",
  "e_homo_ha": -0.31645,
  "homo_lumo_gap_ev": 9.2,
  "total_energy_ev": -117952.6969,
  "charge": 0,
  "symbols": ["O", "O", "O", "O", "O", "O", "O", "O", "O", "O", "O", "O", "O", "O", "O", "N", "N", "N", "N", "N", "N", "N", "N", "N", "N", "N", "N", "N", "N", "N", "C", "C", "C", "C", "C", "C", "C", "C", "C", "C", "C", "C", "C", "C", "C", "C", "C", "C", "C", "C", "C", "C", "C", "C", "C", "C", "C", "C", "C", "C", "C", "C", "C", "C", "C", "C", "C", "C", "C", "C", "C", "C", "C", "C", "C", "C", "C", "C", "C", "C", "C", "C", "C", "C", "C", "C", "C", "C", "C", "C", "H", "H", "H", "H", "H", "H", "H", "H", "H", "H", "H", "H", "H", "H", "H", "H", "H", "H", "H", "H", "H", "H", "H", "H", "H", "H", "H", "H", "H", "H", "H", "H", "H", "H", "H", "H", "H", "H", "H", "H", "H", "H", "H", "H", "H", "H", "H", "H", "H", "H", "H", "H", "H", "H", "H", "H", "H", "H", "H", "H", "H", "H", "H", "H", "H", "H", "H", "H", "H", "H", "H", "H", "H", "H", "H", "H", "H", "H", "H", "H", "H", "H", "H", "H", "H", "H", "H", "H", "H", "H", "H", "H", "H", "H", "H", "H", "H", "H", "H", "H", "H", "H", "H", "H", "H", "H", "H", "H", "H", "H", "H", "H", "H", "H", "H", "H", "H", "H", "H", "H", "H", "H", "H", "H", "H", "H", "H", "H", "H", "H", "H", "H", "H", "H", "H", "H", "H", "H", "H", "H", "H", "H", "H", "H", "H", "H", "H", "H", "H", "H", "H", "H", "H", "H", "H", "H", "H", "H", "H", "H", "H", "H", "H", "H", "H"],
  "positions_angstrom": [[1.440940, 4.099290, 9.220327], [-5.634236, 1.215023, 0.138348], [-4.769948, -2.364755, -3.023407], [-1.076258, -0.807051, -1.219648], [4.645836, -2.329910, -5.310267], [0.484846, -1.687138, 8.380543], [3.530670, -4.262425, 0.341573], [4.725562, 1.857284, -0.317502], [-2.416670, 3.571782, -1.377967], [0.106193, 3.972136, 2.678007], [-1.024937, 2.377102, -6.301861], [-0.378998, -5.292970, 2.350878], [-5.139749, 0.582663, -6.403447], [-3.338622, -3.398203, 4.402924], [0.073025, -3.292099, -6.419158], [4.769224, -0.871946, -1.982839], [1.535345, 5.360180, 0.385332], [-0.086402, 3.337423, 6.929049], [0.449039, -6.290644, 4.788893], [-0.552718, 5.723899, -7.659242], [-3.413173, -0.440640, 3.916821], [-3.199750, -5.452978, -2.072190], [-0.829343, 0.451186, 5.699905], [-3.706322, 3.456027, -4.739942], [1.711475, -1.951833, -0.785396], [7.640887, 2.302372, 1.920937], [5.724580, -2.306382, 1.183796], [-0.157627, -4.056206, -2.754725], [-0.193120, 6.039708, -3.164272], [-4.619532, 2.615509, 2.667104], [0.058174, 3.526716, -2.845213], [2.057395, 4.215672, 1.167423], [1.224060, -0.896669, 5.556377], [5.837646, 2.471261, 0.337534], [-6.574618, 3.521667, 1.578856], [6.523980, -0.644310, -3.625803], [-4.637648, 1.902913, -6.345887], [-5.312324, 0.255416, -7.803279], [-3.235962, -1.434447, 2.898688], [0.432137, -4.008822, -4.145912], [-0.501133, -5.314855, 0.958697], [1.382905, 3.208662, 7.057984], [4.637010, -2.224209, -3.920605], [0.807189, -4.972687, 4.381941], [2.019015, 4.264328, 7.958660], [-1.846169, 4.822727, -1.718317], [1.996462, 3.194152, 5.643324], [4.094795, -5.006298, -0.720965], [5.069180, -0.923928, -3.409715], [-4.615799, 2.275837, -4.869853], [0.948565, -4.974247, 2.824903], [2.214081, -4.762982, 4.963192], [3.126544, 4.497524, 2.204611], [-0.769891, -2.800027, -7.423009], [-0.365443, 3.565601, -6.822706], [-3.852180, -3.433974, -3.135868], [0.922613, -5.396367, -4.598867], [1.881883, -0.404560, 1.046206], [-0.573746, -3.363006, -5.162929], [-5.917269, 2.661354, -4.311776], [5.417109, 1.107877, 2.430613], [-3.978658, -4.267214, -1.864692], [-3.405986, 3.679214, -0.377555], [0.899915, -1.170059, 0.150938], [-1.904202, 0.069346, -1.950265], [4.238281, -4.358134, 1.566294], [-2.576535, -2.837660, 3.325160], [5.608739, -3.708176, 1.620811], [0.425096, -1.507581, 9.762534], [-2.356143, -0.876368, 1.773515], [0.063145, -0.501871, 7.750027], [0.014414, -0.142950, -0.623304], [-0.098262, 1.342840, -6.034758], [6.457943, 1.556719, 1.370439], [-1.057114, 3.220798, 2.937585], [-2.584947, -4.347907, 5.096177], [-5.536822, -0.041544, -0.527366], [-1.363465, 4.559659, -7.392458], [1.554083, 5.229620, 10.055278], [4.309794, -3.626705, -5.778225], [6.208227, -3.898318, 3.003725], [-3.488901, -3.445836, -0.710027], [-5.989599, 2.315893, 2.288222], [-0.905954, 4.762467, -2.994240], [0.976171, 3.291375, 1.754129], [-6.193909, 1.092946, 1.464432], [-1.993586, 4.110334, -8.685926], [4.361555, 2.712151, -1.455208], [-4.818226, -1.521833, -4.213628], [-0.135608, -0.673095, 6.241832], [-5.045237, -2.159380, -5.056435], [-5.015773, -4.568705, -1.628168], [-2.655949, 5.554202, -1.915085], [1.228702, 6.137311, 9.518603], [-3.788889, 2.673418, -0.093471], [3.066772, 3.178817, 5.771500], [1.859600, -0.025060, 5.683331], [4.505446, 0.683332, 1.986672], [4.493462, -0.135805, -3.959055], [-2.834954, -0.413795, -2.229589], [3.663516, -3.832401, 2.323769], [0.194118, -6.065700, 0.549070], [-3.194593, -4.968628, 5.752274], [5.853934, 0.311495, 3.047163], [2.520703, 3.532012, 0.469989], [-6.458909, 4.348553, 2.283354], [-3.920652, -3.755638, 0.252449], [3.421631, -4.876434, -1.573281], [-6.277796, 3.557733, -4.810586], [-2.770853, 4.805114, -8.953853], [-1.315187, 4.014042, -9.534269], [-1.515401, -5.521687, 0.650836], [0.945476, -2.308519, 10.270218], [4.264508, -3.664949, -6.855995], [-4.198411, -1.730367, 2.470749], [-3.340853, -6.105678, -1.302758], [-0.328390, 3.960661, 6.164899], [-0.521282, 3.638091, 7.769073], [-1.577767, -2.679437, 3.718052], [0.969025, -0.566566, 10.069564], [-5.672357, -0.890433, -4.029280], [-3.276096, -5.992180, -2.925492], [-7.604925, 3.436312, 1.212681], [5.472296, -3.539062, 3.737436], [-0.298434, 0.690882, 0.032351], [0.122755, -6.126684, -4.581283], [-3.558066, 3.656098, -3.733326], [4.342383, -5.391342, 1.927935], [3.456624, 2.255313, -1.824932], [8.357758, 1.675190, 2.249111], [-0.895890, -4.765589, -2.685250], [5.041642, -4.551424, -1.033718], [0.712331, 3.633641, -1.982771], [-1.516495, 4.598575, -3.889287], [-6.735877, 1.950317, -4.399232], [-1.513332, -3.981530, -5.317389], [6.267834, -4.962127, 3.120891], [-1.520578, -3.582235, -7.642064], [-0.746593, -1.559628, 6.057866], [3.637394, -2.464963, -3.491403], [-1.220992, 5.250227, -0.926060], [-3.818016, -2.434935, -0.900897], [2.231359, -5.076488, 6.006578], [-2.973024, -0.294436, 1.089728], [0.341521, 3.962105, -6.070733], [0.098015, -4.195839, 4.705500], [5.131043, -2.119309, 0.371769], [-5.471781, -0.830633, -7.782949], [7.164906, -1.319218, -3.037730], [-2.458114, 3.141137, -8.468127], [-4.697525, -0.605337, -0.072674], [0.207232, 3.399242, -7.765014], [-4.404880, 0.512861, -8.353485], [-1.451806, 0.312195, -2.915409], [-5.960041, 3.783591, 0.717736], [0.651177, 1.748575, -5.350847], [-5.227802, 0.180340, -1.563553], [-4.080895, -4.012515, -4.044515], [-1.333202, -1.866831, -7.249709], [-1.766629, 0.557588, 6.109653], [2.608929, -3.741306, 4.929049], [5.447321, -1.693140, 1.942680], [-7.275456, 0.988345, 1.341869], [-2.097615, 1.062966, -1.495258], [5.538249, 3.479429, 0.798028], [3.125114, 4.103425, 8.090741], [-1.740538, 3.163022, 2.067440], [0.637172, 0.231148, -1.449418], [-0.052528, 6.071529, -6.866229], [0.862473, 5.102182, 10.896231], [1.322439, -5.338442, -5.589477], [-4.096091, 2.628846, 1.797419], [4.248965, -6.051826, -0.504717], [-2.401121, -3.443431, -0.692138], [1.330430, -3.359125, -4.102314], [1.653906, -5.730540, 2.474816], [1.708471, -1.715682, 6.041356], [-5.274263, 2.632123, -6.914974], [2.252849, 0.509282, 0.538447], [0.234654, -1.811563, 0.748528], [-0.879986, -0.181904, 8.204661], [-4.216732, 1.899716, 3.253302], [-5.845499, 2.963135, -3.246726], [1.395609, -0.165734, 2.002998], [7.201415, -3.471148, 3.173877], [5.227855, 2.747615, -2.121936], [-0.433646, -6.497180, 4.306151], [6.286297, -4.297960, 0.977168], [-0.365906, 1.310055, 5.995973], [1.050718, 5.978072, 1.061494], [1.148081, -2.356968, -1.526177], [1.603341, 2.267254, 7.601539], [0.416840, 6.244171, -2.380686], [-2.794165, -3.100795, -3.157924], [-6.139261, 0.846458, -8.207946], [4.972953, 0.009972, -1.526422], [5.368491, -2.943955, -3.501842], [0.695008, 3.513114, -3.750760], [-0.501842, 2.629963, -2.835367], [-3.933463, -0.918122, -4.408546], [6.628242, 2.672892, -0.415512], [0.789607, 0.310282, 7.911182], [1.711862, 4.104272, 5.137332], [1.061015, -1.151429, 4.541468], [-0.197401, -2.627855, -8.314137], [-0.757313, 2.225557, 3.303817], [-0.791539, -2.324135, -4.776759], [4.181689, 3.688301, -1.008712], [1.890021, 5.309120, 7.567273], [-1.071205, 6.458378, -8.139703], [0.316935, 0.949583, -6.991616], [-1.657333, -0.123425, 2.231564], [-6.521744, 2.113642, 3.230789], [3.405412, 3.570357, 2.717472], [1.468192, 2.401875, 2.220766], [3.809226, -1.065770, -1.740841], [-5.805898, 0.214546, 1.995461], [-0.891032, 6.746147, -3.306477], [-3.664359, 1.912848, -6.870089], [-6.451991, -0.636394, -0.467455], [2.674368, 5.155638, 2.961388], [6.804583, 0.326115, -3.250173], [2.830153, -5.496833, 4.449658], [3.305310, -3.969075, -5.455335], [1.617095, 2.329840, 5.102579], [0.359554, -6.373679, 5.791247], [2.589700, 5.393311, 10.397566], [5.130394, 1.993519, 3.043883], [-2.804289, 3.151226, -5.066338], [1.750873, -5.746337, -3.968845], [1.349442, -3.994596, 2.519858], [-1.954267, -3.822916, 5.809406], [6.816680, 0.670652, 0.829735], [-2.963907, 4.132565, 0.518193], [-1.907772, -4.932622, 4.432915], [-1.741138, -1.615633, 1.249886], [2.312687, 5.837725, -0.044655], [-4.162876, 1.400249, -4.364773], [-0.716905, 0.598484, -5.517207], [-0.474408, -3.139079, -2.428539], [-2.178584, 4.669041, -6.695519], [-0.586349, -1.425538, 10.143571], [5.039214, -4.361811, -5.443823], [-2.507739, -3.445793, 2.417691], [2.152591, -2.737363, -0.342168], [-4.223213, 4.372555, -0.629516], [2.744656, -1.034887, 1.322810], [6.786867, -0.715476, -4.665461], [7.363258, 2.822508, 2.749983], [0.382923, 2.955923, 0.865121], [-3.989826, -0.776713, 4.693073], [4.025528, 5.004287, 1.871822], [-1.609010, 3.736592, 3.723911], [-2.513183, -0.230799, 4.294691], [-0.181379, -4.345293, 0.577248]],
  "forces_ev_per_angstrom": [[-0.641, 0.311, 0.552], [-0.203, -0.211, 0.740], [0.605, 0.827, -1.017], [-0.638, -0.036, 0.398], [-0.315, 0.050, -0.957], [0.057, -0.019, -0.239], [0.141, -0.248, 0.580], [0.343, 0.952, -0.384], [0.035, -0.005, -0.428], [0.885, -0.088, -0.778], [0.416, 1.497, -0.883], [0.474, 0.414, 0.767], [-0.205, 0.223, -1.557], [-0.357, -0.038, -1.235], [0.146, 0.837, 0.302], [0.203, -0.281, 0.568], [-0.664, -0.565, 1.465], [1.025, -0.436, -0.860], [-1.246, -0.871, -0.696], [-0.292, 0.603, -0.785], [-0.895, -0.117, 0.455], [1.403, -1.424, 0.938], [-0.702, 1.136, -0.339], [-0.333, -0.317, 0.891], [-0.460, 0.416, -0.815], [-0.940, -0.389, -0.032], [-0.515, -0.510, 0.095], [0.741, -0.292, -1.166], [-0.103, -1.265, -0.340], [0.192, 0.386, -0.559], [0.336, 2.286, -1.295], [0.246, -0.800, -0.161], [-0.944, 0.464, 1.091], [0.003, 0.820, -0.291], [0.270, 0.802, 0.298], [0.821, -0.372, 0.557], [-0.540, 0.350, -0.022], [0.079, -0.384, 1.522], [0.939, -2.332, -0.708], [-0.743, 0.144, 0.602], [1.290, 0.097, -0.266], [-0.156, -0.011, -0.152], [-0.204, -2.291, 0.659], [1.964, 0.507, -0.801], [0.960, 0.395, -0.275], [0.289, 0.560, -1.132], [-0.515, -0.115, 1.432], [0.150, 1.188, -0.696], [-0.735, 2.569, 0.292], [2.435, 0.307, -0.484], [-1.415, 0.043, 1.163], [-0.303, 0.100, 0.213], [-0.644, 0.664, 1.170], [-0.966, -0.640, -0.425], [-0.106, -1.102, -0.993], [-0.403, 0.181, 0.423], [0.030, 0.577, 0.893], [-0.170, -0.109, 0.461], [0.463, -0.354, 0.395], [-1.633, 0.767, 1.047], [0.393, 0.305, -0.086], [-0.993, -0.405, -0.813], [0.186, 0.073, 0.830], [0.128, 0.574, -0.422], [0.082, 0.652, -0.760], [0.034, 0.415, 0.485], [-1.176, 1.933, 0.667], [1.755, 0.144, -1.085], [1.171, 1.016, 0.820], [0.446, 1.148, 0.860], [-0.297, -0.019, -0.378], [1.015, -0.816, 0.007], [-0.765, 0.136, -0.175], [-0.066, 0.018, 0.525], [-0.128, -0.142, 0.256], [0.877, -0.205, 0.434], [1.157, 0.449, 0.171], [0.623, 0.068, 0.411], [-0.201, 0.383, -0.100], [-0.527, -0.106, 0.561], [-0.943, 0.143, 0.119], [0.083, 0.125, 0.498], [-0.250, 0.176, 0.482], [0.023, -1.124, 1.367], [-0.720, 0.541, -0.671], [-0.224, -0.820, -0.982], [-0.225, -0.987, 0.304], [0.612, -1.040, 2.059], [-0.559, -0.978, 1.320], [0.719, -0.890, 0.595], [0.071, -0.094, -0.513], [-0.065, 0.560, -0.582], [0.161, -0.172, 0.017], [0.124, -0.158, 0.067], [0.192, 0.680, -0.688], [0.471, -0.218, -0.366], [0.084, 0.248, -0.238], [0.250, 0.281, -0.124], [0.240, -0.344, 0.091], [-0.227, -0.292, 0.472], [-0.585, 0.074, -0.011], [-0.283, 0.045, -0.184], [-0.399, -0.210, -0.545], [-0.051, 0.381, 0.178], [0.196, -0.183, -0.625], [-0.387, 0.167, -0.182], [0.340, -0.064, -0.175], [-0.070, -0.252, 0.169], [0.078, 0.219, -0.248], [-0.425, 0.286, -0.201], [0.251, 0.002, 0.213], [-0.270, -0.088, 0.143], [-0.034, -0.411, -0.078], [0.276, 0.473, -0.342], [-0.173, 0.183, 0.144], [0.208, 0.138, -0.227], [0.047, 0.043, 0.190], [-0.290, 0.292, 0.794], [0.572, 0.271, -0.149], [-0.464, -0.643, -0.291], [-0.121, 0.433, -0.160], [-0.566, 0.485, -0.117], [0.183, -0.189, 0.352], [0.401, 0.119, 0.194], [-0.064, -0.302, -0.170], [-0.221, -0.214, 0.032], [-0.279, -0.176, -0.726], [-0.134, -0.123, -0.349], [-0.097, 0.149, -0.632], [0.095, -0.332, -0.099], [0.124, 0.625, 0.068], [0.110, -0.177, 0.080], [-0.106, -0.071, 0.245], [0.092, 0.111, 0.125], [0.236, -0.438, -0.009], [0.730, 0.651, 0.642], [0.237, -0.677, 0.495], [0.013, 0.279, -0.120], [-0.038, -0.165, 0.142], [0.304, -0.006, -0.310], [-0.053, -0.297, 0.354], [-0.074, 0.394, 0.207], [-0.111, 0.144, 0.178], [0.143, -0.114, -0.303], [-0.504, 0.107, -0.113], [0.217, 0.045, -0.244], [0.230, 0.052, 0.147], [-0.211, 0.389, -0.562], [-0.330, -0.212, -0.240], [-0.077, 0.088, -0.384], [-0.488, -0.062, -0.155], [0.283, -0.829, 0.792], [0.093, -0.156, -0.096], [0.402, 0.058, -0.209], [0.037, -0.144, -0.088], [0.387, -0.425, -0.129], [-0.457, -0.215, 0.341], [0.131, -0.069, 0.107], [0.374, -0.122, 0.670], [0.470, -0.262, -0.123], [-0.047, -0.213, -0.314], [-0.164, 0.061, -0.093], [-0.170, -0.354, 0.039], [0.049, -0.649, 0.326], [0.266, -1.214, -0.481], [-0.655, 0.035, -0.530], [0.499, -0.185, 0.178], [0.165, 0.403, 0.242], [-0.019, 0.345, 0.454], [0.392, -0.125, -0.069], [0.039, 0.095, -0.744], [0.300, 0.020, 0.296], [-0.088, -0.460, 0.301], [0.139, -0.023, 0.213], [-0.536, -0.082, -0.050], [0.047, -0.197, 0.169], [0.414, -0.645, 0.345], [0.136, -0.526, 0.383], [-0.115, -0.450, 0.320], [0.103, 0.160, 0.032], [-0.171, 0.102, -0.030], [0.014, -0.420, 0.029], [0.109, -0.384, -0.398], [0.051, 0.362, -0.236], [-0.343, 0.132, -0.286], [-0.424, 0.021, -0.360], [0.375, -0.410, 0.634], [-0.248, 0.245, -0.217], [-0.021, 0.140, -0.160], [0.508, -0.207, -0.778], [-0.087, 0.037, 0.102], [-0.184, 0.190, -0.477], [-0.275, 0.078, 0.081], [-0.375, 0.093, -0.293], [-0.108, -0.343, -0.109], [0.307, 0.067, -0.285], [-0.362, -0.228, 0.020], [-0.145, -0.034, 0.412], [-0.582, -0.950, 0.302], [0.237, -0.158, 0.211], [-0.324, 0.128, 0.310], [0.022, -0.078, 0.105], [-0.076, 0.257, -0.369], [0.049, -0.024, -1.195], [0.479, -0.073, -0.396], [-0.412, 0.021, -0.161], [-0.233, -0.889, -0.409], [-0.216, 0.362, -0.473], [-0.151, -0.679, 0.215], [0.282, -0.175, 0.375], [0.017, 0.119, 0.777], [-0.352, -0.676, -0.345], [-0.151, 0.177, -0.230], [0.055, 0.125, -0.151], [-0.406, 0.577, -0.177], [-0.462, -0.245, -0.241], [0.157, -0.064, -0.229], [0.044, 0.611, 0.152], [0.059, 0.198, 0.657], [-0.043, 0.134, -0.159], [0.198, -0.098, 0.075], [-0.088, 0.656, -0.045], [0.473, 0.247, -0.103], [0.360, 0.349, 0.228], [0.196, 0.018, -0.212], [-0.256, 0.012, 0.038], [-0.265, -0.135, 0.036], [0.164, -0.679, -0.187], [0.522, -0.042, -0.242], [-0.349, 0.074, 0.118], [-0.559, 0.018, -0.348], [0.596, 0.217, 0.164], [0.059, 0.136, 0.199], [0.088, -0.061, 0.136], [-0.791, 0.121, 0.363], [-0.483, 0.093, -0.015], [0.067, 0.322, 0.111], [-0.381, 0.202, 0.068], [0.538, -0.213, -0.152], [-0.202, -0.474, -0.298], [-0.423, 0.489, 0.583], [-0.433, -0.056, -0.024], [0.189, -0.147, 0.151], [-0.196, -0.389, 0.272], [0.308, -0.298, 0.462], [-0.010, -0.376, -0.415], [-0.229, 0.151, -0.334], [0.154, 0.000, -0.498], [-0.115, 0.057, -0.186], [0.131, 0.012, 0.691], [0.191, -0.077, -0.414], [0.095, -0.003, -0.459], [0.034, -0.045, 0.046], [0.772, 0.408, 0.352], [-0.119, 0.186, -0.440]]
}